(1)
Density functional theory data (ωB97M-V/def2-TZVPD) for an isolated molecule of C14H29N3O2S in a non-equilibrium geometry.

Cartesian coordinates (Å):
1 H 1.948 3.659 -4.031
2 N 2.057 2.817 -3.441
3 C 1.028 2.060 -3.496
4 N 0.929 0.839 -2.925
5 C 1.363 0.668 -1.508
6 C 0.901 -0.698 -0.959
7 C 1.003 -0.975 0.539
8 C 2.387 -1.172 1.101
9 C 3.395 -0.113 0.979
10 C 3.176 1.318 1.550
11 C 0.150 -2.129 1.086
12 N 0.472 -3.384 0.328
13 C -1.276 -1.408 1.137
14 O -1.953 -1.589 0.154
15 O -1.511 -0.725 2.277
16 C -2.777 -0.063 2.329
17 C -2.875 1.181 1.381
18 C -2.804 0.657 3.653
19 C -3.935 -1.085 2.300
20 S -0.185 2.528 -4.790
21 C -0.023 1.106 -5.857
22 H 0.104 0.411 -3.299
23 H 1.058 1.466 -0.896
24 H 2.384 0.683 -1.480
25 H 1.356 -1.530 -1.425
26 H -0.170 -0.871 -1.200
27 H 0.548 -0.114 1.030
28 H 2.416 -1.386 2.203
29 H 2.706 -2.063 0.625
30 H 3.591 -0.069 -0.058
31 H 4.261 -0.626 1.387
32 H 3.201 1.084 2.632
33 H 4.011 1.981 1.235
34 H 2.234 1.785 1.279
35 H 0.446 -2.354 2.148
36 H 0.626 -3.149 -0.690
37 H -0.356 -4.054 0.443
38 H -2.482 0.963 0.423
39 H -2.371 2.087 1.762
40 H -3.903 1.556 1.376
41 H -3.788 1.152 3.827
42 H -1.917 1.265 3.832
43 H -2.812 -0.124 4.420
44 H -3.790 -1.701 1.350
45 H -4.925 -0.578 2.334
46 H -3.946 -1.719 3.117
47 H -0.374 1.344 -6.841
48 H -0.611 0.284 -5.453
49 H 1.036 0.786 -5.890

Output
Structure (SMILES): [H]/N=C(/NCC[C@H](CCC)[C@H](N)C(=O)OC(C)(C)C)SC
Multiplicity: 1

(2)
Density functional theory data (ωB97M-V/def2-TZVPD) for a cluster of 2 separate species, C14H29N4O5P2 in total in a non-equilibrium geometry.

Cartesian coordinates (Å):
1 C -4.714 -2.329 -2.582
2 O -3.594 -2.045 -3.399
3 C -3.890 -1.021 -4.337
4 C -3.314 0.362 -3.927
5 C -2.346 0.262 -2.757
6 C -1.018 -0.395 -3.143
7 C -0.300 -0.976 -1.914
8 C 1.221 -0.678 -1.886
9 C 1.622 0.319 -0.826
10 N 1.803 -0.368 0.497
11 C 1.109 0.189 1.503
12 N 0.500 -0.560 2.390
13 P -0.403 0.041 3.772
14 P -1.733 1.618 3.018
15 O -1.862 1.704 1.574
16 O -3.123 1.328 3.723
17 O -1.230 2.947 3.721
18 N 1.031 1.539 1.644
19 C 1.181 2.210 0.338
20 O 0.681 1.331 -0.623
21 H -5.569 -2.637 -3.182
22 H -4.958 -1.486 -1.930
23 H -4.461 -3.175 -1.948
24 H -4.968 -0.916 -4.437
25 H -3.496 -1.287 -5.315
26 H -2.825 0.824 -4.782
27 H -4.112 1.037 -3.628
28 H -2.803 -0.254 -1.920
29 H -2.095 1.266 -2.416
30 H -0.355 0.337 -3.602
31 H -1.191 -1.165 -3.887
32 H -0.408 -2.057 -1.966
33 H -0.748 -0.659 -0.972
34 H 1.535 -0.323 -2.862
35 H 1.772 -1.604 -1.714
36 H 2.550 0.799 -1.141
37 H 1.531 -1.342 0.391
38 H 0.597 -1.564 2.300
39 H -1.291 -1.008 4.082
40 H -3.762 1.087 3.029
41 H -0.543 2.722 4.374
42 H 1.689 1.877 2.347
43 H 2.215 2.489 0.117
44 H 0.565 3.097 0.275
45 N 5.577 -0.434 2.291
46 C 6.066 0.069 3.466
47 C 5.010 0.282 4.308
48 C 3.834 -0.114 3.616
49 C 4.219 -0.551 2.372
50 H 6.134 -0.678 1.492
51 H 7.122 0.233 3.601
52 H 5.072 0.674 5.309
53 H 2.822 -0.083 3.994
54 H 3.653 -0.936 1.552

Output
Total charge: +1
Multiplicity: 1

(3)
Density functional theory data (ωB97M-V/def2-TZVPD) for a cluster of 2 separate species, C14H30BNO5 in total in a non-equilibrium geometry.

Cartesian coordinates (Å):
1 O 3.171 1.863 -0.985
2 C 2.473 2.122 -1.936
3 O 1.938 1.101 -2.651
4 C 2.118 3.510 -2.412
5 C 0.611 3.804 -2.461
6 C -0.128 3.564 -1.146
7 B -1.533 2.704 -1.302
8 C -1.080 1.138 -1.600
9 O -0.896 0.666 -2.935
10 O -2.147 0.823 -3.655
11 H 1.239 1.450 -3.228
12 H 2.563 3.662 -3.403
13 H 2.612 4.194 -1.714
14 H 0.522 4.857 -2.752
15 H 0.141 3.239 -3.281
16 H -0.404 4.521 -0.685
17 H 0.541 3.058 -0.436
18 H -2.270 3.144 -2.173
19 H -2.132 2.750 -0.223
20 H -0.073 1.034 -1.198
21 H -1.728 0.411 -1.051
22 H -1.864 1.395 -4.383
23 C -0.141 -2.232 3.679
24 C -0.889 -1.444 2.595
25 C -1.877 -2.337 1.839
26 C -1.199 -3.404 0.986
27 C -0.205 -2.793 0.002
28 C 0.840 -1.845 0.616
29 N 0.039 -0.911 1.524
30 O -0.270 0.123 1.070
31 C 1.928 -2.599 1.388
32 C 1.467 -0.996 -0.477
33 C -1.583 -0.262 3.253
34 H -0.803 -2.328 4.536
35 H 0.139 -3.235 3.376
36 H 0.755 -1.705 4.006
37 H -2.506 -1.706 1.203
38 H -2.527 -2.788 2.589
39 H -0.710 -4.148 1.618
40 H -1.963 -3.940 0.424
41 H 0.362 -3.568 -0.512
42 H -0.756 -2.236 -0.762
43 H 2.543 -1.911 1.967
44 H 2.570 -3.083 0.656
45 H 1.550 -3.373 2.050
46 H 0.675 -0.593 -1.097
47 H 2.109 -1.596 -1.118
48 H 2.062 -0.166 -0.095
49 H -0.864 0.384 3.755
50 H -2.274 -0.656 3.995
51 H -2.148 0.338 2.543

Output
Multiplicity: 1

(4)
Density functional theory data (ωB97M-V/def2-TZVPD) for a structure of composition C14H30BrClO7S3Ta in a non-equilibrium geometry.

Cartesian coordinates (Å):
1 C 1.994 3.633 2.036
2 C 1.554 4.530 0.879
3 Br 0.402 5.984 1.547
4 C 0.892 3.777 -0.255
5 Ta -1.112 2.766 -0.159
6 C -0.371 0.578 -0.351
7 C 0.104 -0.178 0.796
8 O 1.170 -0.659 1.045
9 Cl -1.173 -0.373 2.082
10 C -3.225 2.072 0.474
11 S -3.924 2.826 1.842
12 O -3.964 4.265 1.671
13 O -5.148 2.175 2.281
14 H 2.079 2.596 1.700
15 H 2.965 3.956 2.422
16 H 1.276 3.637 2.855
17 H 2.410 5.107 0.523
18 H 0.789 4.440 -1.126
19 H 1.584 2.958 -0.512
20 H -1.396 2.551 -1.994
21 H -1.925 4.365 -0.418
22 H -0.899 2.802 1.680
23 H -1.202 0.017 -0.794
24 H 0.456 0.605 -1.068
25 H -3.196 1.003 0.707
26 H -3.926 2.261 -0.349
27 H -2.966 2.568 2.760
28 C -4.279 -4.748 1.539
29 C -2.796 -5.135 1.637
30 C -2.147 -4.805 0.290
31 S -3.096 -3.429 -0.393
32 O -3.746 -3.872 -1.602
33 O -2.297 -2.237 -0.378
34 C -4.306 -3.354 0.926
35 H -4.765 -4.760 2.514
36 H -4.810 -5.450 0.891
37 H -2.320 -4.550 2.426
38 H -2.667 -6.189 1.883
39 H -1.114 -4.475 0.369
40 H -2.226 -5.622 -0.426
41 H -5.257 -3.058 0.490
42 H -3.959 -2.591 1.623
43 C 5.387 -1.058 -2.744
44 C 4.697 -1.475 -1.436
45 C 4.072 -0.219 -0.823
46 S 3.689 0.864 -2.210
47 O 4.493 2.059 -2.116
48 O 2.263 0.957 -2.362
49 C 4.381 -0.188 -3.489
50 H 5.684 -1.920 -3.341
51 H 6.285 -0.476 -2.525
52 H 3.916 -2.207 -1.652
53 H 5.397 -1.937 -0.741
54 H 3.142 -0.394 -0.280
55 H 4.769 0.328 -0.191
56 H 4.802 0.453 -4.260
57 H 3.557 -0.776 -3.895

Output
Energy above the lowest of the compared OMol25 structures with the same formula, charge and spin in eV: 0.000
Total charge: -1
Multiplicity: 1

Number 1: HOMO -8.582 eV, LUMO energy 0.63 eV. Number 2: HOMO -11.115 eV, LUMO energy -3.15 eV. Number 3: HOMO -7.356 eV, LUMO energy -2.90 eV. Number 4: HOMO -5.483 eV, LUMO energy 2.13 eV.